1.
Density functional theory data (wB97M-V/def2-TZVPD) for 2 unconnected molecules or ions with the total composition C8H8BrNO2 at a distorted geometry.

Results
Relative energy (zero: lowest compared OMol25 entry of this formula, charge and spin) (kJ/mol): 202.0
Frontier orbital gap (alpha / beta) (eV): 8.45 / 8.45

Positions of all 20 atoms, in Å:
Br (-2.06111, 2.31052, -0.75931)
O (0.89537, 0.08398, 3.76571)
O (0.13064, -0.73925, 1.81057)
N (0.63304, 2.42153, 1.92599)
C (-0.87943, -0.23956, -4.87115)
C (0.14656, 2.14214, 0.92676)
C (0.45902, -0.85836, 2.98237)
C (-0.43312, 0.28990, -3.58711)
C (-0.27769, 1.84859, -0.35645)
C (0.03245, 0.63630, -2.50401)
C (0.34036, -2.19274, 3.66944)
C (0.43073, 1.02724, -1.21563)
H (-0.58957, 0.35212, -5.79142)
H (1.20375, -2.85272, 3.23386)
H (-0.39257, -1.23033, -4.88963)
H (0.82418, 0.98716, 3.38687)
H (1.43926, 0.94485, -0.94286)
H (-1.87645, -0.05306, -5.01867)
H (0.61496, -2.19055, 4.70360)
H (-0.64039, -2.68775, 3.53107)

These are the Mulliken partial charges, in e, on atoms 1 to 6:
1 Br -0.1231
2 O -0.4305
3 O -0.5412
4 N -0.6137
5 C -1.3374
6 C 0.2798


2.
Density functional theory data (wB97M-V/def2-TZVPD) for a molecular structure, C8H8CeCl2N2O3V at a distorted geometry.

Results
Total charge: +4
2S+1: 4
Frontier orbital gap (alpha / beta) (eV): 1.90 / 2.62

Positions of all 25 atoms, in Å:
Ce (-0.62789, -1.14294, 0.02038)
V (-0.25140, -0.65209, -7.38760)
Cl (-0.72789, -0.03400, -5.38281)
Cl (1.55022, -2.36326, -0.33325)
O (-1.38542, -3.58855, 2.42037)
O (-1.22527, -0.04562, -10.19719)
O (0.35269, -3.60258, -7.58540)
N (0.11362, -0.01459, 1.79752)
N (1.33625, 0.22105, 2.40513)
C (1.25761, 1.23524, 3.26972)
C (-1.17394, -2.80002, 1.60255)
C (-0.06993, 1.66991, 3.26779)
C (-0.77541, 0.88081, 2.36497)
C (2.43764, 1.69528, 4.01093)
C (-2.19174, 0.88479, 1.96609)
C (-0.88894, -0.21623, -9.08465)
C (0.12296, -2.45572, -7.48426)
H (2.67776, 2.73937, 3.77351)
H (3.34724, 1.11695, 3.80104)
H (-2.83137, 0.79116, 2.86156)
H (2.25735, 1.63287, 5.09073)
H (-2.52664, 0.06028, 1.27442)
H (-2.46933, 1.84051, 1.48203)
H (-0.47971, 2.47476, 3.85533)
H (2.17155, -0.32735, 2.19109)

These are the Mulliken partial charges, in e, on atoms 1 to 6:
1 Ce 1.3947
2 V 0.7715
3 Cl 0.0708
4 Cl -0.2884
5 O -0.0156
6 O 0.0991


3.
Density functional theory data (wB97M-V/def2-TZVPD) for a single C8H8ClN3O2 molecule at a distorted geometry.

Results
Relative energy (zero: lowest compared OMol25 entry of this formula, charge and spin) (kJ/mol): 272.9
Frontier orbital gap (eV): 8.66

Positions of all 22 atoms, in Å:
Cl (-1.85254, -1.53674, 3.94183)
O (1.42086, -2.11813, 1.65683)
O (1.29995, -2.24351, -0.63078)
N (0.72880, 0.93238, 2.14530)
N (-0.93206, -0.90251, -0.88443)
N (-0.96507, -1.16242, 1.57383)
C (-0.29085, 0.79122, -2.53436)
C (-0.04825, 1.90275, -3.34996)
C (0.41097, 0.77665, 0.78412)
C (0.96931, -1.82788, 0.56420)
C (-0.07271, -0.72367, 0.54430)
C (-0.71045, 0.16916, -1.61153)
C (0.29254, 0.16789, 3.04695)
C (-0.75002, -0.86226, 2.76861)
H (0.21175, 2.77980, -2.84509)
H (0.79178, 1.78919, -4.12608)
H (-0.39987, 1.47960, 0.46905)
H (0.74318, 0.36336, 3.95357)
H (0.73537, -1.62107, -1.13846)
H (1.33588, 0.99369, 0.25815)
H (-1.85396, -1.09841, -0.68774)
H (-1.06461, 1.95090, -3.89832)

These are the Mulliken partial charges, in e, on atoms 1 to 6:
1 Cl -0.1602
2 O -0.5306
3 O -0.5105
4 N -0.5301
5 N -0.5811
6 N -0.6612


4.
Density functional theory data (wB97M-V/def2-TZVPD) for a single C8H8ClNO5 molecule at a distorted geometry.

Results
Relative energy (zero: lowest compared OMol25 entry of this formula, charge and spin) (kJ/mol): 0.0
Frontier orbital gap (alpha / beta) (eV): 7.60 / 6.50

Positions of all 23 atoms, in Å:
Cl (4.58958, 0.01197, 0.25984)
O (0.33897, -0.33560, 2.20169)
O (-0.37572, 2.90239, -1.16603)
O (0.22987, 3.81509, 0.72664)
O (-1.80918, 0.92372, 1.94866)
O (0.11205, -2.27012, -0.18564)
N (0.33838, 2.97112, -0.15086)
C (2.42591, 1.51968, -0.22178)
C (2.87778, 0.15973, 0.04327)
C (2.11411, -0.93392, 0.09257)
C (-2.08322, 0.62192, -0.42408)
C (0.62278, -0.96006, -0.12615)
C (-1.39067, 0.50275, 0.87661)
C (1.21554, 1.95725, -0.00200)
C (-0.09026, -0.20593, 0.97128)
H (3.19599, 2.18656, -0.60970)
H (0.38601, -2.75962, 0.60136)
H (-1.97703, -0.28027, -1.02323)
H (-1.64402, 1.45934, -0.99020)
H (-3.13332, 0.85228, -0.25435)
H (2.56669, -1.89438, 0.28685)
H (0.37612, -0.50233, -1.09183)
H (-0.30819, 0.18370, 2.76096)

These are the Mulliken partial charges, in e, on atoms 1 to 6:
1 Cl -0.2135
2 O -0.5314
3 O -0.6432
4 O -0.5992
5 O -0.6615
6 O -0.5785


5.
Density functional theory data (wB97M-V/def2-TZVPD) for 2 unconnected molecules or ions with the total composition C8H8FN2O2 at a distorted geometry.

Results
Total charge: -1
Relative energy (zero: lowest compared OMol25 entry of this formula, charge and spin) (kJ/mol): 163.8
Frontier orbital gap (eV): 6.03

Positions of all 21 atoms, in Å:
F (-3.06233, 1.43778, -1.09312)
O (-1.88107, 0.10771, 0.08572)
O (-3.79558, -0.63492, -0.90866)
N (3.47914, 0.76983, -0.37256)
N (0.65135, -1.13782, 0.57635)
C (-1.36714, -1.07539, 0.67967)
C (0.85486, 1.32203, 0.33084)
C (1.72269, 2.32794, -0.02092)
C (-1.73900, -2.38797, 0.06618)
C (1.27465, -0.03868, 0.30771)
C (3.02346, 2.02369, -0.39556)
C (-2.94735, 0.14410, -0.61996)
C (2.67176, -0.19570, -0.03652)
H (-2.80742, -2.59925, 0.15640)
H (3.72975, 2.78288, -0.71331)
H (-0.15635, 1.55016, 0.63168)
H (1.39481, 3.36222, -0.00118)
H (3.09335, -1.19532, -0.02163)
H (-1.50096, -1.00684, 1.75610)
H (-1.17338, -3.15773, 0.58010)
H (-1.46522, -2.39871, -0.98734)

These are the Mulliken partial charges, in e, on atoms 1 to 6:
1 F -0.2607
2 O -0.1824
3 O -0.4864
4 N -0.6161
5 N -0.7673
6 C 0.0856


6.
Density functional theory data (wB97M-V/def2-TZVPD) for a molecular structure, C8H8I3NO2 at a distorted geometry.

Results
Relative energy (zero: lowest compared OMol25 entry of this formula, charge and spin) (kJ/mol): 0.0
Frontier orbital gap (eV): 7.20

Positions of all 22 atoms, in Å:
I (-2.30298, 1.19073, -4.64855)
I (-3.62543, -1.52167, 2.92140)
I (-0.20314, -3.57462, -1.23527)
O (0.69260, -2.23804, -4.16110)
O (1.01673, -0.09561, -4.87083)
N (0.65227, 2.06013, -0.00486)
C (-1.07997, 0.88016, -2.99937)
C (-0.53966, 1.97851, -2.21298)
C (-0.89291, -0.33030, -2.41561)
C (0.83659, -1.16614, -4.54323)
C (-0.09411, -0.35106, -1.24073)
C (0.16958, 1.53435, -1.17169)
C (1.36735, 1.32892, 0.98970)
C (0.18515, -1.57428, -0.65641)
H (0.49577, 3.03939, 0.14105)
H (1.31568, 0.23923, 0.77225)
H (0.93749, 1.54469, 1.89303)
H (-2.35194, -1.89610, 2.00882)
H (-1.17574, -1.34169, -2.73116)
H (0.57076, -1.73450, 0.36892)
H (2.34494, 1.66197, 1.10463)
H (-0.55846, 2.94384, -2.57469)

These are the Mulliken partial charges, in e, on atoms 1 to 6:
1 I 0.1306
2 I -0.0825
3 I 0.0497
4 O -0.3656
5 O -0.3603
6 N -0.2144


7.
Density functional theory data (wB97M-V/def2-TZVPD) for a molecular structure, C8H8INS2 at a distorted geometry.

Results
Relative energy (zero: lowest compared OMol25 entry of this formula, charge and spin) (kJ/mol): 0.0
Frontier orbital gap (eV): 7.71

Positions of all 20 atoms, in Å:
I (2.52904, -0.67680, 2.89115)
S (-1.94211, 0.44479, -1.72378)
S (3.14499, -0.86291, -0.30347)
N (1.03604, -0.31022, 1.62645)
C (1.62873, -0.43201, -0.33523)
C (-0.81560, 0.00820, -3.10146)
C (-0.18030, 0.04416, 1.90393)
C (-1.07744, 0.24960, 0.84243)
C (-0.73652, 0.16379, -0.49034)
C (0.60835, 0.01941, -2.55094)
C (-0.64180, 0.22255, 3.31644)
C (0.52917, -0.11706, -1.04159)
H (-1.11696, -0.97421, -3.46406)
H (-0.96006, 0.74163, -3.89388)
H (-1.71299, 0.39835, 3.36414)
H (1.20052, -0.79054, -2.98264)
H (1.10539, 0.96294, -2.79494)
H (-0.11444, 1.06641, 3.76034)
H (-0.38876, -0.66503, 3.89640)
H (-2.09525, 0.50695, 1.08106)

These are the Mulliken partial charges, in e, on atoms 1 to 6:
1 I 0.1151
2 S -0.1768
3 S -0.4726
4 N -0.6956
5 C -0.1434
6 C -0.5157


8.
Density functional theory data (wB97M-V/def2-TZVPD) for a gas-phase ion, C8H8N (charge +1) at a distorted geometry.

Results
Total charge: +1
Relative energy (zero: lowest compared OMol25 entry of this formula, charge and spin) (kJ/mol): 105.0
2S+1: 3
Frontier orbital gap (alpha / beta) (eV): 6.15 / 7.02

Positions of all 17 atoms, in Å:
N (-0.99382, 0.33230, 0.56071)
C (-0.59180, 2.14863, 1.63611)
C (0.66736, -1.04187, -0.57592)
C (-0.40691, 1.56881, 0.38672)
C (-1.35992, 1.38939, 2.37596)
C (1.50826, -0.27084, -1.59388)
C (-0.80079, -0.85338, -0.37073)
C (1.55538, 0.04981, -0.19351)
C (-1.42709, 0.13370, 1.83328)
H (-1.38059, -1.63942, 0.14881)
H (-0.06655, 1.69533, -0.52788)
H (0.98761, -2.04879, -0.44306)
H (2.17187, 0.66261, 0.33874)
H (0.99425, 0.37391, -2.29197)
H (-1.94057, -0.85551, 2.17343)
H (2.32708, -0.90706, -2.12780)
H (-1.24378, -0.73761, -1.32902)

These are the Mulliken partial charges, in e, on atoms 1 to 6:
1 N 0.1087
2 C -0.4379
3 C -0.1545
4 C -0.2292
5 C -0.0559
6 C -0.4986